(one)
Formula: C19H23N3O5
Source: OMol25
Level of theory: ωB97M-V with the def2-TZVPD basis set

Geometry as XYZ:
```
50
C19H23N3O5 | OMol25 | ωB97M-V with the def2-TZVPD basis set
C -2.551 7.839 -1.048
H -2.223 8.229 -2.011
H -1.182 2.288 1.483
C -2.484 5.584 -1.842
C -1.252 6.193 0.209
H 2.010 -3.994 0.211
C -0.829 4.803 0.258
H 4.254 -7.404 1.140
O -3.197 5.908 -2.763
H 0.209 0.030 -1.242
N 0.130 4.468 1.282
C -0.870 2.475 -0.579
C 3.043 -6.602 -0.457
O -0.146 4.757 2.420
N -2.077 6.474 -0.885
C -2.549 3.303 -2.649
C 0.387 -1.705 -0.041
H -3.639 7.856 -1.015
C -0.335 -1.492 2.244
H 1.766 -7.800 0.781
C 0.201 -2.279 1.217
H 2.019 -5.662 2.020
C -1.235 3.877 -0.668
C -0.858 1.790 0.577
H -1.077 0.411 2.822
H -3.308 3.806 -3.247
O -0.923 7.057 0.986
H 0.928 -6.961 -0.523
H -1.752 2.960 -3.309
H 0.805 -2.280 -0.852
H 4.140 -5.643 1.149
H 0.338 -6.065 1.697
C -0.496 0.405 0.754
O 0.495 -3.554 1.543
C 0.042 -0.388 -0.262
H -2.990 2.453 -2.129
H -0.469 -1.944 3.214
N -2.044 4.268 -1.693
O 1.156 3.932 0.920
C 1.060 -4.412 0.567
C -0.672 -0.182 2.016
H -0.625 1.988 -1.509
C 4.218 -6.518 0.510
H 2.989 -5.685 -1.047
H 0.375 -4.515 -0.286
H -2.135 8.430 -0.235
C 1.704 -6.854 0.239
H 3.219 -7.425 -1.155
H 5.154 -6.451 -0.040
C 1.278 -5.769 1.228
```

## Properties
Highest occupied orbital energy, eV: -8.43
Frontier orbital gap, eV: 7.85
SMILES string: CCCCCOc1ccc(/C=C/c2c([N+](=O)[O-])c(=O)n(C)c(=O)n2C)cc1


(two)
Formula: C19H23N3O5
Source: OMol25
Level of theory: ωB97M-V with the def2-TZVPD basis set

Geometry as XYZ:
```
50
C19H23N3O5 | OMol25 | ωB97M-V with the def2-TZVPD basis set
C -2.302 -2.487 5.824
H -3.424 -2.780 5.893
H 4.867 1.006 -2.275
H -4.797 -1.980 0.508
N 0.574 -1.848 -1.273
O -2.119 -1.678 3.503
H 5.778 1.945 -4.503
H 2.505 2.193 -6.637
C -3.098 -0.241 1.895
H -6.134 -3.894 4.009
C 0.834 -0.756 -0.823
C -5.209 -3.367 2.265
C -1.939 -0.670 2.571
N 2.924 0.385 -2.138
H 3.570 2.996 -2.801
H 3.880 3.783 -5.808
H 5.043 2.650 -6.565
C -2.081 -1.284 4.843
C -1.720 1.402 0.741
H 1.284 2.153 0.763
N -5.613 -3.165 3.487
C 4.962 2.606 -4.440
H -1.794 -2.278 6.713
O -4.221 -0.990 2.173
H -1.737 -3.375 5.481
O 3.320 1.864 -0.474
C 0.798 1.197 0.652
H 3.619 0.874 -6.051
O 2.679 2.027 -4.477
H -3.420 -2.692 1.319
H -2.913 -0.654 5.140
C -0.632 -0.172 2.212
H -1.543 2.268 0.063
C 4.066 0.847 -3.035
C 3.772 2.232 -3.620
C 2.726 0.868 -0.827
C -2.988 0.874 1.070
C -0.497 0.852 1.251
H -3.938 1.282 0.710
C 3.190 1.879 -5.820
C 4.366 2.817 -5.787
C -4.421 -2.257 1.476
H 5.384 3.573 -4.229
C 1.448 0.430 -0.283
H 4.294 0.097 -3.689
H 2.219 -0.266 -2.525
O -5.487 -4.477 1.855
H -1.146 -0.874 5.159
H 0.288 -0.532 2.533
H -5.218 -2.383 3.970
```

## Properties
Highest occupied orbital energy, eV: -9.17
Frontier orbital gap, eV: 8.64
SMILES string: CCOc1cc(/C=C(\C#N)C(=O)NC[C@H]2CCCO2)ccc1OCC(N)=O


Least stable structure: (two)


(one)
Formula: C2HClF2S
Source: OMol25
Level of theory: ωB97M-V with the def2-TZVPD basis set

Geometry as XYZ:
```
7
C2HClF2S | OMol25 | ωB97M-V with the def2-TZVPD basis set
C -0.153 0.943 0.197
C 0.084 -0.567 -0.173
H -0.513 0.840 1.262
S 0.089 2.240 -0.666
F 1.155 -0.997 0.634
F 0.617 -0.870 -1.466
Cl -1.280 -1.589 0.211
```

## Properties
Highest occupied orbital energy, eV: -9.81
Frontier orbital gap, eV: 8.60
SMILES string: FC(F)(Cl)C=S


(two)
Formula: C2HClF2S
Source: OMol25
Level of theory: ωB97M-V with the def2-TZVPD basis set

Geometry as XYZ:
```
7
C2HClF2S | OMol25 | ωB97M-V with the def2-TZVPD basis set
Cl 2.044 0.519 0.140
S 0.718 -1.173 -1.836
F -0.290 0.621 1.505
F -1.381 -0.993 0.591
C -0.399 -0.170 0.486
C 0.675 -0.396 -0.409
H -1.368 1.591 -0.476
```

## Properties
Highest occupied orbital energy (alpha / beta), eV: -9.25 / -9.54
Frontier orbital gap (alpha / beta), eV: 7.78 / 7.40


Least stable structure: (two)